(1)
Computed, not measured: a molecular structure, C25H20As2F12N2O8PSTi, with ωB97M-V/def2-TZVPD.

The value obtained for the calculated total energy is -8935.6351 Eh. For the energy above the lowest of the compared OMol25 structures with the same formula, charge and spin, the calculation gives 1.396 eV.

ORCA input file:
```
! RIJCOSX wB97M-V def2-TZVPD def2/J DEFGRID3
* xyz -1 1
Ti 0.794 -1.172 1.625
O -1.672 -5.115 -2.558
C -1.293 -4.280 -1.567
C -2.109 -3.256 -1.096
C -1.619 -2.413 -0.121
N -0.382 -2.531 0.366
C 0.331 -3.607 0.014
C -0.061 -4.499 -0.952
C 1.536 -3.827 0.890
O 2.201 -4.825 0.841
O 1.669 -2.839 1.766
C -2.481 -1.350 0.552
O -3.701 -1.442 0.462
O -1.766 -0.517 1.204
H -2.536 -4.847 -2.890
H -3.123 -3.099 -1.441
H 0.575 -5.335 -1.201
O 0.399 2.558 3.763
S -0.420 1.611 3.076
O -1.298 0.796 3.889
O 0.371 0.756 2.114
C -1.423 2.539 1.946
C -2.151 3.579 2.511
C -2.929 4.395 1.711
C -2.954 4.189 0.338
C -2.215 3.161 -0.220
C -1.454 2.302 0.576
P -0.463 1.013 -0.266
C 0.845 2.069 -0.983
C 0.769 2.588 -2.274
C 1.762 3.431 -2.744
C 2.840 3.760 -1.933
C 2.920 3.245 -0.648
C 1.929 2.401 -0.173
C -1.426 0.420 -1.674
C -2.820 0.404 -1.698
C -3.492 -0.207 -2.745
C -2.782 -0.821 -3.767
C -1.393 -0.836 -3.733
C -0.715 -0.230 -2.689
H -2.089 3.745 3.578
H -3.500 5.200 2.156
H -3.540 4.836 -0.301
H -2.222 3.024 -1.294
H -0.061 2.331 -2.919
H 1.698 3.823 -3.751
H 3.621 4.409 -2.307
H 3.763 3.480 -0.014
H 2.019 1.990 0.825
H -3.382 0.834 -0.879
H -4.574 -0.219 -2.748
H -3.310 -1.298 -4.584
H -0.829 -1.331 -4.513
H 0.365 -0.261 -2.664
N -0.550 -1.815 3.182
H -0.905 -0.960 3.625
H -0.018 -2.354 3.857
H -1.342 -2.353 2.854
F 2.816 -0.399 2.005
As 3.390 -0.367 3.741
F 4.993 -0.034 3.241
F 3.679 -2.054 3.630
F 3.023 1.305 3.757
F 1.672 -0.737 4.026
F 3.725 -0.372 5.423
F 1.724 -0.859 -0.287
As 3.113 -1.239 -1.491
F 4.065 -0.079 -0.672
F 3.620 -2.465 -0.409
F 4.333 -1.612 -2.636
F 1.986 -2.347 -2.210
F 2.457 0.010 -2.491
*
```


(2)
Computed, not measured: a molecular structure, C23H32N6O3PRuS3, with ωB97M-V/def2-TZVPD.

The value obtained for the calculated total energy is -3080.7005 Eh. For the energy above the lowest of the compared OMol25 structures with the same formula, charge and spin, the calculation gives 3.479 eV.

ORCA input file:
```
! RIJCOSX wB97M-V def2-TZVPD def2/J DEFGRID3
* xyz 0 2
Ru 1.212 -0.311 -0.008
S 3.647 -0.748 1.182
C 4.306 -0.418 -0.365
S 3.230 0.316 -1.498
C 5.632 -0.685 -0.671
C 6.502 -1.267 0.266
N 7.224 -1.748 1.019
C 6.167 -0.397 -1.936
N 6.609 -0.172 -2.972
C -4.901 0.841 3.231
C -4.170 0.194 2.094
C -4.576 -1.032 1.577
C -3.895 -1.610 0.518
C -2.786 -0.974 -0.002
C -2.346 0.227 0.518
C -3.050 0.818 1.552
S -1.941 -1.612 -1.440
O -2.496 -2.898 -1.772
O -2.044 -0.588 -2.459
N -0.422 -1.734 -0.873
C 0.498 -2.500 -1.488
C 0.310 -3.244 -2.668
C 1.361 -3.975 -3.165
C 2.581 -3.981 -2.490
C 2.695 -3.222 -1.345
N 1.691 -2.510 -0.855
H -5.891 0.412 3.356
H -4.997 1.912 3.063
H -4.345 0.697 4.159
H -5.440 -1.527 1.995
H -4.209 -2.546 0.084
H -1.461 0.675 0.084
H -2.746 1.781 1.941
H -0.647 -3.213 -3.158
H 1.243 -4.537 -4.081
H 3.411 -4.564 -2.846
H 3.618 -3.188 -0.781
N 0.447 -1.418 2.081
C -0.088 -0.693 3.230
C 0.965 0.280 3.784
C 0.616 1.764 3.651
C 0.414 2.247 2.215
N 1.471 1.806 1.308
H -0.259 -2.030 1.671
H 1.240 -1.992 2.367
H -0.396 -1.394 4.019
H -0.979 -0.153 2.904
H 1.903 0.086 3.260
H 1.136 0.070 4.840
H 1.425 2.335 4.112
H -0.296 1.989 4.210
H 0.347 3.346 2.238
H -0.528 1.866 1.818
H 2.391 1.922 1.733
H 1.441 2.359 0.449
C -2.298 2.511 -2.053
P -0.543 2.174 -2.438
C -0.461 1.364 -4.063
C 0.264 3.808 -2.661
O 0.143 1.440 -1.337
H -2.738 3.187 -2.779
H -2.372 2.943 -1.057
H -2.819 1.556 -2.071
H -0.874 2.006 -4.835
H -1.031 0.441 -3.992
H 0.580 1.130 -4.282
H -0.189 4.375 -3.467
H 1.314 3.630 -2.886
H 0.198 4.377 -1.736
*
```


(3)
Computed, not measured: 3 unconnected molecules or ions with the total composition C23H46BrN7O4P2, with ωB97M-V/def2-TZVPD.

The value obtained for the calculated total energy is -4844.4755 Eh. For the energy above the lowest of the compared OMol25 structures with the same formula, charge and spin, the calculation gives 8.848 eV. Its structure (SMILES) is CC[C@H](Br)c1cccc2c1C(=O)NC2=O.CN(C)P(=O)(N(C)C)N(C)C.CN(C)P(=O)(N(C)C)N(C)C.

ORCA input file:
```
! RIJCOSX wB97M-V def2-TZVPD def2/J DEFGRID3
* xyz 0 1
C 7.743 -6.617 1.349
C 6.760 -5.560 2.058
C 5.757 -4.816 1.012
Br 6.207 -2.850 1.127
C 4.256 -5.130 1.451
C 3.224 -4.036 1.915
C 1.772 -4.468 2.334
C 1.302 -5.968 2.335
C 2.316 -7.041 1.888
C 3.739 -6.583 1.457
C 4.413 -7.966 1.053
O 5.341 -8.257 0.271
N 3.659 -9.007 1.782
C 2.227 -8.627 1.774
O 1.243 -9.389 1.657
H 7.428 -7.664 1.729
H 7.544 -6.654 0.212
H 8.845 -6.498 1.608
H 7.417 -4.784 2.596
H 6.077 -6.025 2.863
H 5.980 -5.102 -0.073
H 3.508 -2.931 1.962
H 1.010 -3.673 2.652
H 0.259 -6.284 2.662
H 4.048 -9.349 2.668
O -0.269 -0.822 1.332
P -1.427 0.167 1.579
N -1.214 0.214 3.265
C -1.674 -0.717 4.271
C -0.047 0.954 3.740
N -2.644 -0.872 0.954
C -3.343 -1.884 1.720
C -2.284 -1.465 -0.342
N -2.749 1.354 1.822
C -2.351 2.693 1.380
C -3.658 1.462 2.945
H -1.845 -0.182 5.214
H -0.957 -1.524 4.453
H -2.634 -1.166 4.038
H -0.351 1.944 4.096
H 0.689 1.098 2.944
H 0.471 0.442 4.556
H -2.653 -2.582 2.208
H -4.014 -2.471 1.085
H -4.006 -1.440 2.463
H -1.632 -2.333 -0.221
H -1.766 -0.740 -0.971
H -3.179 -1.773 -0.891
H -1.713 3.186 2.125
H -3.222 3.327 1.187
H -1.790 2.633 0.442
H -3.197 1.944 3.814
H -4.062 0.501 3.258
H -4.528 2.060 2.655
O -2.313 4.319 -1.679
P -1.459 4.879 -2.834
N -2.457 6.225 -3.116
C -3.684 6.310 -3.876
C -2.394 7.287 -2.115
N -1.656 3.506 -3.847
C -2.756 3.308 -4.770
C -1.430 2.235 -3.144
N -0.397 5.527 -4.127
C 0.828 6.109 -3.572
C -0.784 6.256 -5.318
H -3.786 7.318 -4.297
H -4.568 6.095 -3.268
H -3.704 5.654 -4.741
H -1.766 8.108 -2.479
H -1.963 6.929 -1.176
H -3.380 7.693 -1.871
H -3.730 3.386 -4.273
H -2.704 2.323 -5.245
H -2.711 4.005 -5.606
H -2.314 1.923 -2.582
H -0.598 2.320 -2.443
H -1.165 1.442 -3.849
H 0.644 7.109 -3.161
H 1.617 6.177 -4.327
H 1.215 5.478 -2.764
H -1.012 7.307 -5.112
H -1.636 5.811 -5.829
H 0.034 6.229 -6.045
*
```